Density functional theory data (ωB97M-V/def2-TZVPD) for a structure of composition C37H28Co2O8P at a distorted geometry.

```
76
C37H28Co2O8P, DFT ωB97M-V/def2-TZVPD
C -6.943 1.173 1.862
C -5.531 1.491 1.416
O -4.991 0.289 0.831
C -3.775 0.352 0.198
C -3.434 -0.918 -0.408
P -2.612 -1.116 -1.928
C -0.986 -1.733 -1.366
C -0.242 -2.752 -1.981
C 0.868 -3.296 -1.323
C 1.237 -2.850 -0.051
C 0.494 -1.839 0.561
C -0.577 -1.256 -0.111
C -3.297 -2.310 -3.125
C -3.297 -2.059 -4.513
C -3.693 -3.043 -5.420
C -4.124 -4.291 -4.963
C -4.205 -4.530 -3.585
C -3.813 -3.543 -2.673
C -2.408 0.421 -2.866
C -1.146 1.016 -2.997
C -1.002 2.207 -3.706
C -2.113 2.814 -4.297
C -3.377 2.218 -4.194
C -3.523 1.016 -3.490
O -3.107 1.399 0.195
H -7.327 2.001 2.458
H -7.591 1.058 0.988
H -6.991 0.245 2.435
H -5.561 2.293 0.673
H -4.924 1.823 2.268
H -3.928 -1.792 0.035
H -0.536 -3.126 -2.961
H 1.443 -4.094 -1.791
H 2.085 -3.282 0.483
H 0.724 -1.503 1.570
H -1.171 -0.477 0.370
H -2.990 -1.088 -4.897
H -3.664 -2.837 -6.490
H -4.405 -5.075 -5.670
H -4.569 -5.491 -3.210
H -3.908 -3.725 -1.599
H -0.279 0.545 -2.545
H -0.023 2.672 -3.786
H -2.012 3.755 -4.838
H -4.260 2.680 -4.649
H -4.504 0.532 -3.434
O 2.091 3.520 1.945
C 2.193 2.757 2.820
Co 2.756 1.590 4.013
C 2.468 2.264 5.712
O 2.134 2.894 6.625
C 1.844 0.080 3.945
O 1.239 -0.906 3.807
C 4.551 0.956 2.980
C 4.736 0.964 1.535
C 4.020 0.112 0.665
C 4.178 0.222 -0.712
C 5.074 1.147 -1.271
C 5.779 2.011 -0.427
C 5.625 1.902 0.957
C 5.005 1.984 3.885
C 5.078 3.331 3.651
Co 4.893 0.393 4.641
C 4.253 -1.198 4.201
O 3.932 -2.242 3.821
C 4.367 0.755 6.396
O 4.391 0.758 7.560
C 6.552 -0.131 5.161
O 7.642 -0.349 5.492
H 3.371 -0.647 1.093
H 3.604 -0.435 -1.364
H 5.206 1.228 -2.355
H 6.459 2.769 -0.830
H 6.198 2.576 1.592
H 5.690 3.984 4.273
H 4.660 3.738 2.713
```

Results
HOMO level in eV: -2.98
LUMO energy in eV: 1.912
Net charge: -1

Results of the Mulliken charge analysis, in e, for atoms 1 through 4:
1. C -1.18
2. C -0.19
3. O -0.28
4. C 0.40